# 1
12
Properties=species:S:1:pos:R:3:mulliken_charge:R:1 method="wB97M-V/def2-TZVPD" total_charge=+1 homo_energy_ev=-14.88 lumo_ev=-4.50 smiles="[H]/N=C/N=C=[NH+]C" relative_energy_kcal_mol=56.8 e_tot_ha=-281.82741 orbital_gap_ev=10.38
H -0.398 -1.044 4.165 0.31
N -0.199 -0.576 3.313 -0.46
C -0.532 -1.056 2.177 0.08
N -0.541 -0.447 0.864 -0.07
C -0.332 -0.193 -0.285 0.56
N -0.049 0.043 -1.473 -0.21
C 0.627 1.239 -2.040 -0.76
H -0.937 -2.034 2.035 0.30
H 0.005 -0.598 -2.196 0.30
H 0.729 1.220 -3.150 0.31
H -0.063 2.092 -1.754 0.32
H 1.690 1.353 -1.657 0.32

***

# 2
9
Properties=species:S:1:pos:R:3:mulliken_charge:R:1 method="wB97M-V/def2-TZVPD" total_charge=0 homo_energy_ev="-7.92 / -7.77" lumo_ev="-0.56 / 0.26" relative_energy_kcal_mol=92.4 e_tot_ha=-855.75316 orbital_gap_ev="7.36 / 8.03"
C -2.433 0.560 -0.406 -0.40
O -1.767 -0.541 -0.189 -0.07
P -0.329 -0.898 0.352 0.08
S 0.608 1.009 0.068 -0.38
H -3.375 0.484 -0.757 0.37
H -1.952 1.570 -0.312 0.25
H -1.628 -1.545 -3.124 0.14
H -1.604 -1.020 -2.701 -0.16
H 0.889 1.185 1.381 0.17

***

# 3
18
Properties=species:S:1:pos:R:3:mulliken_charge:R:1 method="wB97M-V/def2-TZVPD" total_charge=0 homo_energy_ev="-7.71 / -7.71" lumo_ev="-1.55 / -1.55" relative_energy_kcal_mol=101.1 e_tot_ha=-816.22408 orbital_gap_ev="6.16 / 6.16"
C 1.361 0.844 0.387 0.35
C -1.959 0.140 -0.047 0.49
C 0.246 0.877 -0.809 -0.13
C 0.962 -0.491 -1.131 -0.30
C -3.210 0.747 0.375 -0.90
C 2.757 -1.356 0.439 -0.70
N -1.047 1.039 -0.263 -0.55
N 1.808 -0.415 -0.061 0.17
O 1.654 1.449 1.376 -0.51
S -1.867 -1.575 -0.212 -0.41
H 0.309 1.660 -1.595 0.39
H 0.739 -1.322 -1.798 0.44
H -2.866 1.543 1.169 0.23
H -3.769 0.002 0.918 0.32
H -3.915 1.355 -0.341 0.21
H 3.787 -0.940 0.303 0.27
H 2.360 -1.287 1.467 0.33
H 2.649 -2.272 -0.178 0.29

***

# 4
10
Properties=species:S:1:pos:R:3:mulliken_charge:R:1 method="wB97M-V/def2-TZVPD" total_charge=+1 homo_energy_ev="-13.14 / -14.85" lumo_ev="-6.32 / -6.29" multiplicity=5 relative_energy_kcal_mol=13.3 e_tot_ha=-1565.80460 orbital_gap_ev="6.82 / 8.56"
C -0.003 0.868 1.952 0.74
O 0.726 0.379 0.406 -0.77
O -1.187 1.008 1.505 -0.47
O 0.563 0.944 2.982 -0.39
Nd 1.542 -2.108 -0.211 1.82
P -0.607 0.657 -0.569 1.36
F -0.058 0.567 -2.072 -0.26
F -0.756 -1.071 -0.602 -0.46
F -2.156 0.686 -0.913 -0.24
F -0.463 2.267 -0.654 -0.31

***

# 5
40
Properties=species:S:1:pos:R:3:mulliken_charge:R:1 method="wB97M-V/def2-TZVPD" total_charge=+1 homo_energy_ev=-11.86 lumo_ev=-2.31 relative_energy_kcal_mol=50.1 e_tot_ha=-663.88924 orbital_gap_ev=9.55
B -0.633 -1.532 0.375 0.72
C -3.048 -2.452 -1.809 -0.80
C -2.302 -1.457 -1.445 0.09
C -0.035 1.180 2.615 -1.66
C 2.040 -0.026 3.432 -1.43
C 2.418 -1.069 0.710 -1.68
C 1.830 1.261 0.354 -1.93
C -0.119 0.274 -3.119 -0.91
C -1.226 2.077 -1.955 -1.16
C -2.331 -0.095 -2.087 -0.79
C 0.886 -0.028 2.396 0.39
C 1.317 0.009 0.865 1.76
N -1.007 0.608 -2.013 0.80
O -0.597 -2.394 1.282 -0.57
O 0.114 -0.487 0.172 -0.82
H -3.785 -2.224 -2.631 0.24
H -3.251 -3.391 -1.258 0.26
H -0.722 0.877 3.445 0.36
H -0.606 1.476 1.795 0.37
H 0.534 2.045 2.942 0.43
H 3.052 -0.240 3.058 0.42
H 1.699 -0.712 4.193 0.40
H 2.168 1.041 3.974 0.33
H 1.973 -1.709 -0.137 0.33
H 2.657 -1.610 1.601 0.37
H 3.410 -0.738 0.265 0.36
H 2.484 1.084 -0.562 0.40
H 2.410 1.637 1.252 0.40
H 1.124 2.017 0.059 0.36
H 0.988 0.488 -3.137 0.26
H -0.121 -0.784 -3.386 0.38
H -0.454 0.970 -3.867 0.43
H -1.991 2.508 -2.539 0.39
H -1.511 2.373 -0.958 0.40
H -0.249 2.459 -2.051 0.51
H -2.568 -0.243 -3.141 0.44
H -3.032 0.594 -1.620 0.39
H 0.259 -0.969 2.461 0.39
H -0.615 0.308 -1.087 -0.01
H -1.159 -3.126 1.553 0.38

***

# 6
14
Properties=species:S:1:pos:R:3:mulliken_charge:R:1 method="wB97M-V/def2-TZVPD" total_charge=0 homo_energy_ev=-8.58 lumo_ev=0.74 relative_energy_kcal_mol=152.5 e_tot_ha=-378.62796 orbital_gap_ev=9.32
H -2.508 2.702 0.600 0.21
N -2.289 1.668 0.435 -0.56
N -1.145 1.334 0.477 0.20
H -0.660 2.129 0.869 0.12
C -1.415 -3.271 -0.962 -0.50
C -0.901 -2.266 -0.512 -0.72
C -0.003 -1.360 -0.083 0.42
C 0.841 -0.610 0.321 0.57
C 1.772 0.516 0.399 -0.76
O 1.597 1.419 -0.630 -0.45
H -1.849 -4.066 -1.457 0.45
H 1.727 0.925 1.470 0.31
H 2.767 -0.030 0.408 0.37
H 2.067 0.910 -1.335 0.34